(1)
ORCA calculation (wB97M-V/def2-TZVPD) on an isolated molecule of C4H9N3O at a distorted geometry.

Computed properties:
Strongest force on any atom, hartree/bohr: 0.0393
LUMO energy (alpha / beta), eV: 0.226 / 0.099
E_HOMO (alpha / beta), eV: -7.818 / -7.919
Total charge: 0

Element x y z (Å)
C: 0.6335 0.3675 0.2876
C: -2.1392 -0.0096 -0.4397
C: 1.7325 1.3634 0.4804
N: -1.6406 0.0556 0.8991
N: -0.4338 0.4929 1.0938
C: 0.8637 -0.6917 -0.6994
N: 0.1937 -1.8793 -0.5147
O: 1.6867 -0.5719 -1.5951
H: -0.2501 0.7969 2.0575
H: 0.4814 -2.6348 -1.1195
H: -0.3142 -2.0630 0.3335
H: -1.5738 0.6347 -1.1287
H: -2.0965 -1.0227 -0.8468
H: -3.1822 0.3040 -0.4041
H: 1.4117 2.3733 0.1920
H: 2.5835 1.0912 -0.1295
H: 2.0438 1.3935 1.5335

=====

(2)
ORCA calculation (wB97M-V/def2-TZVPD) on a cluster of 2 separate species, C4H9N3O in total at a distorted geometry.

Computed properties:
SMILES string: C1CNN=N1.C=CO
Strongest force on any atom, hartree/bohr: 0.0619
LUMO energy, eV: 0.958
E_HOMO, eV: -8.414
Total charge: 0

Element x y z (Å)
C: 1.9705 -0.5455 0.5185
C: 2.4014 0.7829 -0.2395
C: -2.4560 -1.0550 -1.0192
C: -2.5520 -0.1316 -0.0836
N: 0.5175 -0.3781 0.8593
N: 1.1504 1.5248 0.0493
N: 0.1553 0.7641 0.6131
O: -2.6957 -0.4195 1.2031
H: 2.5498 -0.5308 1.4419
H: 3.1419 1.5392 0.1570
H: 2.5991 0.6408 -1.3087
H: 2.1687 -1.3768 -0.3294
H: -2.6077 -2.1388 -0.8225
H: -2.1854 -0.7098 -2.0003
H: -2.5272 0.9256 -0.3005
H: 0.9732 2.4829 -0.1564
H: -2.6038 -1.3745 1.4179

=====

(3)
ORCA calculation (wB97M-V/def2-TZVPD) on an isolated molecule of C4H9N3O3 at a distorted geometry.

Computed properties:
SMILES string: C[C@@H](O)CN(N=O)C(N)=O
Strongest force on any atom, hartree/bohr: 0.1546
LUMO energy, eV: 0.077
E_HOMO, eV: -9.699
Total charge: 0

Element x y z (Å)
C: -1.1308 1.3294 -1.9121
C: -0.2181 0.7247 -0.8183
C: -0.7481 -0.2797 -0.0079
C: 0.7156 -1.4428 1.8235
H: -2.0931 1.6908 -1.4675
H: -1.2361 0.5008 -2.6049
H: -0.5193 2.1490 -2.3033
H: 0.6597 0.1666 -1.2870
H: 1.4681 1.8475 -0.5774
H: -1.3147 0.1373 0.9780
H: -1.6175 -1.0369 -0.3897
H: 1.0968 0.7121 2.1402
H: 1.2664 -0.3155 3.4369
N: 0.4000 -1.1251 0.4112
N: 0.9788 -1.9567 -0.4754
N: 0.6636 -0.2054 2.5388
O: 0.4037 1.7805 -0.0225
O: 0.3593 -2.0323 -1.5671
O: 0.8657 -2.6443 2.1043

=====

(4)
ORCA calculation (wB97M-V/def2-TZVPD) on an isolated molecule of C4H9N3OS at a distorted geometry.

Computed properties:
Strongest force on any atom, hartree/bohr: 0.0738
LUMO energy, eV: 0.768
E_HOMO, eV: -8.308
Total charge: 0

Element x y z (Å)
C: -1.3369 -1.8085 0.0496
C: -1.4819 -0.7871 0.8137
C: -0.2322 -1.5258 -0.9087
C: -1.1555 1.6046 0.4485
N: -0.5361 0.2482 0.7026
N: 0.4655 -0.3230 -0.3408
N: 2.3604 1.3216 -0.5407
O: 2.9835 -1.0874 -0.1069
S: 2.0541 -0.1124 0.4066
H: -1.9006 -2.7919 0.0291
H: -2.2882 -0.5374 1.4877
H: 0.5010 -2.3269 -1.0802
H: -0.6651 -1.2160 -1.8637
H: -1.5834 1.9516 1.4507
H: -0.3136 2.1515 0.1159
H: -1.9459 1.6918 -0.2136
H: 1.8010 2.0037 -0.1141
H: 3.2739 1.5433 -0.3358

=====

(5)
ORCA calculation (wB97M-V/def2-TZVPD) on a structure of composition C4H9N3S at a distorted geometry.

Computed properties:
Strongest force on any atom, hartree/bohr: 0.1391
LUMO energy, eV: 0.367
E_HOMO, eV: -8.374
Total charge: 0

Element x y z (Å)
C: 1.7734 0.7372 -2.3922
C: 0.0765 -0.7975 -1.3016
C: -0.4081 -0.4048 0.9724
C: 0.1576 -1.8064 1.1148
H: 2.1177 1.2015 -1.5360
H: 1.3580 1.6357 -2.9356
H: 2.6763 0.4190 -3.1194
H: -0.5187 -1.8330 -1.6569
H: -0.3024 1.7779 0.1342
H: -1.8978 1.6556 -0.2877
H: 0.6907 -2.1563 -0.0623
H: -0.9148 -2.3478 1.3734
H: 1.0105 -2.0430 2.1846
N: 0.8785 -0.3701 -2.1905
N: -0.6151 -0.0277 -0.2173
N: -0.8181 1.2338 -0.4941
S: -0.6208 0.5917 2.2412

=====

(6)
ORCA calculation (wB97M-V/def2-TZVPD) on an isolated molecule of C4H9N3S at a distorted geometry.

Computed properties:
SMILES string: [H]/N=C(/CS)N(C)N=C
Strongest force on any atom, hartree/bohr: 0.0990
LUMO energy, eV: 0.339
E_HOMO, eV: -8.661
Total charge: 0

Element x y z (Å)
C: 1.7645 -0.4832 1.1708
C: 0.1425 2.0407 -0.6983
C: -0.0808 -0.9026 -0.4349
C: -1.4854 -0.3702 -0.7380
H: 1.3552 -1.3918 1.8143
H: 2.6900 -1.0021 0.7174
H: 2.1200 0.4093 1.7722
H: 0.0625 1.6503 -1.6666
H: -0.3108 3.0772 -0.3260
H: 1.1007 -2.4043 -0.3619
H: -2.0374 -1.1987 -1.1507
H: -1.4505 0.4822 -1.3669
H: -2.8268 1.3456 0.9958
N: 0.8981 -0.1113 0.0518
N: 0.5760 1.2126 0.2656
N: 0.1362 -2.1165 -0.7597
S: -2.6539 -0.2374 0.7153

=====

In the order shown, the computed total energy values come out to -397.2519 -397.1937 -547.6404 -795.3743 -720.0493 -720.1146 a.u..
In the order shown, the computed ΔE to the lowest compared entry with this formula, charge and spin values come out to 62.0 98.5 129.0 63.5 140.6 99.6 kcal/mol.